DFT (ωB97M-V with the def2-TZVPD basis set) results for a structure of composition C2H4N2OS.

Atoms and positions in Å:
N 2.08 -0.30 -0.05
O -1.20 0.81 -0.15
C 0.19 0.64 -0.43
S -3.59 -0.14 -0.18
H 0.73 1.78 0.22
N 0.67 -0.51 -0.49
H -1.49 -1.48 0.37
H 2.20 0.72 0.64
H 2.42 -1.25 0.07
C -2.00 -0.27 0.00

molar mass: 104.13 g mol⁻¹
total charge: 0
relative energy (zero: lowest compared OMol25 entry of this formula, charge and spin): 663.41 kJ/mol
calculated total energy: -661.3329 Eh

---

DFT (ωB97M-V with the def2-TZVPD basis set) results for a cluster of 2 separate species, C9H3F7NO3 in total.

Atoms and positions in Å:
H -0.74 2.62 -1.21
C -1.62 -1.02 1.94
O -2.99 1.15 -1.08
F 0.92 -3.10 -0.62
C -2.54 1.01 -2.20
F -1.70 -3.04 -1.17
F -3.35 1.70 -4.27
F -4.73 0.62 -2.95
C -0.30 -1.04 2.21
C -3.46 0.70 -3.37
C -1.24 -2.47 -0.05
F -3.09 -0.45 -3.93
C 0.08 -2.49 0.22
C 0.61 -1.82 1.39
O 1.79 -1.89 1.67
H 0.61 1.65 -1.86
N -1.25 1.14 -2.46
H -0.47 0.97 -0.61
F 0.19 -0.30 3.22
O -3.36 -1.85 0.66
C -0.41 1.62 -1.48
F -2.44 -0.25 2.67
C -2.17 -1.78 0.84

molar mass: 306.11 g mol⁻¹
total charge: -1
relative energy (zero: lowest compared OMol25 entry of this formula, charge and spin): 34.22 kJ/mol
calculated total energy: -1324.2859 Eh

---

DFT (ωB97M-V with the def2-TZVPD basis set) results for the molecule C7H11BO2S.

Atoms and positions in Å:
C -1.57 0.00 -0.13
C -1.57 -2.42 0.40
H 0.82 1.24 0.03
O -1.08 2.42 -0.31
H 1.56 -0.46 2.03
H 2.79 0.63 -1.33
H 2.35 0.98 1.56
B -1.98 1.43 -0.28
H 2.21 -1.07 -1.32
C -0.02 -0.72 0.18
C 1.14 0.19 0.04
H -1.34 3.40 -0.26
O -3.27 1.68 -0.60
S -2.74 -1.24 -0.02
C 2.13 -0.07 1.25
H 2.97 -0.65 0.99
H 0.61 -2.74 0.48
H 0.92 0.22 -1.95
H -3.57 2.55 -0.51
C -0.22 -2.05 0.36
H -1.97 -3.33 0.70
C 1.82 -0.02 -1.31

molar mass: 170.04 g mol⁻¹
multiplicity: 3
total charge: 0
<S²>: 2.03
calculated total energy: -846.7927 Eh

---

DFT (ωB97M-V with the def2-TZVPD basis set) results for a structure of composition C5H6N2O.

Atoms and positions in Å:
H 1.77 -1.11 -0.93
O 1.64 1.41 0.66
C 1.34 0.46 -0.02
C -0.78 -0.50 -0.98
H -0.80 0.48 2.08
C -1.98 -0.91 -0.42
N -0.12 0.17 0.03
C 2.11 -0.24 -1.02
C -0.85 0.12 1.18
N -2.07 -0.50 0.95
H 3.12 0.14 -1.06
H -2.70 -1.34 -0.52
H -0.22 -0.74 -1.78
H 1.96 0.02 -2.34

molar mass: 110.12 g mol⁻¹
total charge: 0
relative energy (zero: lowest compared OMol25 entry of this formula, charge and spin): 435.67 kJ/mol
calculated total energy: -378.7050 Eh

---

DFT (ωB97M-V with the def2-TZVPD basis set) results for a structure of composition C4H10NO2.

Atoms and positions in Å:
H 1.80 -1.39 2.16
O 1.72 0.52 -1.42
H 1.83 0.27 1.56
H -1.54 -0.61 1.38
H -0.54 -0.96 -1.24
H 0.29 -0.46 2.11
C 1.23 -0.65 1.58
O -2.51 0.35 -0.09
H -0.95 1.70 1.70
C -0.28 -0.38 -0.36
H -0.21 1.23 -1.84
N 0.80 -1.19 0.28
C -1.47 0.00 0.46
C 0.47 0.85 -1.04
H 1.54 -0.87 -0.40
H 0.50 1.67 -0.27
H -1.01 1.19 1.10

molar mass: 104.13 g mol⁻¹
total charge: -1
relative energy (zero: lowest compared OMol25 entry of this formula, charge and spin): 526.68 kJ/mol
calculated total energy: -363.5238 Eh

---

DFT (ωB97M-V with the def2-TZVPD basis set) results for a structure of composition C26H33Cl2F3N4O3S.

Atoms and positions in Å:
C -3.18 0.08 -6.05
H 0.98 4.49 3.70
H -5.36 0.33 -3.65
H 2.57 0.69 0.66
F 4.58 1.47 -0.38
C -1.78 -3.20 1.42
C 3.48 -1.60 1.56
C 1.20 -1.46 0.31
F 3.45 3.23 0.08
C -0.15 -1.60 -2.13
H 5.34 -0.85 2.33
C 1.92 -1.48 1.64
H -2.23 -0.28 -6.39
H -0.10 -3.51 2.71
H -3.10 -3.32 3.11
S -1.27 -3.39 -3.17
C 2.95 3.43 6.14
H -4.12 1.13 -7.72
H 1.51 2.04 3.67
H -2.76 1.72 -2.60
H 2.27 5.55 5.84
C 1.86 0.96 -0.10
H -3.71 1.20 -0.37
C -2.90 -3.92 2.23
N -0.69 -3.80 -1.76
C -5.22 1.00 -5.77
F 4.11 2.87 -1.94
H -0.29 2.00 -0.98
C -0.07 -2.72 -1.28
C 1.15 -0.30 -0.55
C -4.16 0.79 -6.69
H 1.12 1.60 0.39
H -2.08 1.19 0.33
H 1.17 1.27 -2.96
H -3.81 -3.95 1.64
O 2.50 1.66 -1.17
Cl 1.34 -0.12 2.69
N 1.86 2.67 4.37
C -2.11 1.32 -1.82
H 3.73 -2.57 1.98
C -0.45 -3.87 1.73
H -2.61 -4.91 2.58
H 2.99 1.29 5.53
H 1.61 -2.36 2.17
C 3.64 2.28 -0.84
H -0.25 0.49 -3.59
C 1.61 4.01 4.43
H 3.98 -0.64 3.40
N -3.61 -0.16 -4.77
H -0.70 2.78 -2.53
H -0.62 -4.93 1.86
C -0.68 1.85 -1.98
C -4.85 0.40 -4.59
C 2.68 2.31 5.41
H -6.14 1.52 -5.95
H -2.74 2.70 -0.30
C 0.44 -0.36 -1.75
O 0.58 -3.77 0.73
H -1.54 -1.78 2.69
H 3.57 3.47 7.02
O -1.79 -1.82 1.77
C -2.71 1.62 -0.45
H 4.15 0.42 2.02
C 0.57 -2.63 -0.03
Cl 4.07 -1.70 -0.12
H -2.10 0.24 -1.95
N -0.80 -1.84 -3.29
H -3.09 -0.66 -4.07
C 0.23 0.82 -2.68
H -2.05 -3.29 0.37
C 4.28 -0.60 2.36
C 2.27 4.52 5.52

molar mass: 609.54 g mol⁻¹
total charge: 0
calculated total energy: -3073.4341 Eh

---

DFT (ωB97M-V with the def2-TZVPD basis set) results for the molecule C3H7NS.

Atoms and positions in Å:
C 0.67 -0.87 1.23
H 1.37 0.77 -0.23
H -1.29 -0.50 -0.94
H 0.49 0.03 2.03
H -0.31 2.16 -0.99
H 1.66 -1.33 1.47
S -2.85 1.48 -0.99
H -0.13 -1.86 1.22
C 0.74 -0.18 -0.14
N -0.56 0.14 -1.06
H 1.30 -1.14 -0.59
C -1.10 1.30 -0.99

molar mass: 89.16 g mol⁻¹
total charge: 0
relative energy (zero: lowest compared OMol25 entry of this formula, charge and spin): 237.92 kJ/mol
calculated total energy: -571.3483 Eh
structure (SMILES): CCNC=S

---

DFT (ωB97M-V with the def2-TZVPD basis set) results for a structure of composition C56H58ClCoN3O3PSb.

Atoms and positions in Å:
Co 1.91 -0.04 0.89
C 0.75 -1.94 4.29
H 3.24 5.54 0.35
C -4.03 3.32 0.66
H 3.50 -2.97 -1.37
C 2.42 -2.87 -1.56
H -2.60 -4.25 -0.99
H -4.36 1.07 -4.78
H -3.93 -0.65 0.65
H 0.14 6.01 -1.52
H 1.99 4.19 -1.47
H -3.78 -0.86 -1.83
H -3.08 -2.27 -3.89
C -0.29 -2.69 4.81
C -5.38 5.05 -0.39
C -3.21 3.27 -0.48
H 1.17 1.26 -2.87
P -1.79 -1.92 -0.97
C 0.03 3.06 0.42
C 1.71 -7.19 0.46
H -0.43 1.81 2.16
H -0.97 -0.15 1.99
N -3.62 -3.82 5.23
C -1.66 -3.77 -0.72
H -4.67 2.44 2.51
C 0.36 5.52 1.14
H 5.45 4.97 1.35
H -0.01 5.95 3.16
O 1.77 -4.11 -1.44
C 5.81 1.57 1.48
H -2.89 4.08 -2.44
H -1.58 -2.69 -4.72
C 3.86 3.57 0.88
C 1.81 4.02 -0.40
H -5.74 4.25 1.55
H 4.71 -2.07 1.15
H -2.82 -1.47 2.92
H 1.34 2.20 -4.35
C -4.57 4.99 -1.52
H -2.94 2.80 2.43
C 4.48 1.18 1.22
C 1.61 -0.06 2.86
C 2.44 -6.85 1.59
C 2.77 -4.65 0.73
C 2.03 -4.97 -0.40
C -3.00 1.50 -3.19
C 0.73 -6.61 -1.78
C 6.12 2.98 1.57
C -1.04 1.62 -5.10
H -4.78 5.62 -2.38
H -4.18 -2.40 0.80
H -1.38 5.42 -0.84
C 2.98 -5.59 1.73
H 7.09 -1.56 1.51
H 7.13 3.26 1.83
H -1.27 -0.81 -3.05
H -5.41 -1.39 0.01
H -0.23 -2.19 -2.77
H 2.54 -0.32 3.37
C 3.00 4.48 0.35
C -2.69 -3.25 4.85
Sb -1.60 1.79 -0.60
H 7.80 0.82 1.77
H -2.59 1.16 -6.52
C 0.01 5.20 2.38
H -0.57 3.61 3.78
H 2.30 -2.57 -2.60
C -0.78 -0.84 2.81
N 2.24 1.75 0.75
H 0.62 6.54 0.88
H -0.12 -3.40 5.60
C -1.59 -2.50 4.34
H 1.35 0.96 3.12
C -1.27 -1.86 -2.76
C -2.34 1.34 -5.48
H -0.48 4.41 -1.98
H -0.88 -4.12 -1.40
H -6.22 5.72 -0.36
H -1.10 -5.23 0.80
Cl 2.70 -8.04 2.83
C -5.10 4.22 0.68
H 1.31 -8.19 0.36
H 1.28 1.98 -1.03
C 6.37 -0.76 1.45
O 1.55 -1.91 0.50
H 1.75 -2.07 4.68
C 6.76 0.56 1.59
C -2.08 -2.69 -3.75
C 0.38 4.52 0.02
H -3.59 1.41 1.56
C 1.50 -6.25 -0.54
H -0.35 -3.64 1.01
C 5.03 -1.04 1.24
H 0.87 3.01 -2.86
C -0.26 2.83 1.85
C 5.19 3.92 1.30
C -1.27 -4.15 0.71
H -4.04 -2.61 -1.72
H 3.16 -3.65 0.87
C 0.75 2.10 -3.44
C -4.33 -1.53 0.14
O 1.94 -0.55 -1.16
C 1.91 -1.72 -0.69
C 1.39 2.55 -0.11
C -0.69 1.84 -3.77
H 1.40 -6.66 -2.64
C 0.53 -0.97 3.30
H -3.78 1.47 -2.44
N 4.10 -0.11 1.13
C -1.82 -1.59 3.31
C 3.47 2.17 0.95
H 0.23 -7.57 -1.67
C -1.69 1.80 -2.80
C -0.32 3.82 2.75
C -3.33 1.28 -4.51
H -0.02 -5.84 -2.00
C -3.63 -1.74 -1.20
C -3.50 4.12 -1.55
H -2.17 -3.72 -3.42
H 3.54 -5.32 2.62
C -3.80 2.44 1.85
C -0.38 5.12 -1.16
H -0.27 1.65 -5.86
H -2.05 -3.88 1.42

molar mass: 1068.22 g mol⁻¹
multiplicity: 2
total charge: 0
relative energy (zero: lowest compared OMol25 entry of this formula, charge and spin): 0.00 kJ/mol
<S²>: 0.78
calculated total energy: -4983.2039 Eh

---

DFT (ωB97M-V with the def2-TZVPD basis set) results for the molecule C4H7NO2S.

Atoms and positions in Å:
O -2.51 1.11 -0.11
S -2.42 -0.19 0.53
H -1.58 -1.39 -1.55
C -1.35 -1.30 -0.55
H -0.82 -2.12 -0.04
H 2.06 1.77 -0.61
H -0.99 -0.82 2.50
N 0.33 0.58 0.07
C -1.15 0.03 1.87
C 1.36 0.98 -0.82
H 1.04 1.42 -1.81
H -1.59 0.83 2.51
O 0.92 1.12 2.18
H 2.10 0.20 -1.16
C 0.18 0.67 1.33

molar mass: 133.17 g mol⁻¹
total charge: 0
relative energy (zero: lowest compared OMol25 entry of this formula, charge and spin): 641.11 kJ/mol
calculated total energy: -759.8324 Eh

---

DFT (ωB97M-V with the def2-TZVPD basis set) results for the ion C3H4N3 with charge +1.

Atoms and positions in Å:
H -0.62 1.07 -1.92
N -1.31 -0.67 0.96
C -0.29 0.22 -1.40
C 0.73 0.33 -0.20
N 0.17 -0.68 2.81
H 1.07 1.25 0.16
H 1.69 -0.26 -0.07
C -0.59 -0.13 -0.02
N -0.59 -0.67 1.97
H -0.28 -0.47 -2.30

molar mass: 82.09 g mol⁻¹
total charge: +1
relative energy (zero: lowest compared OMol25 entry of this formula, charge and spin): 257.81 kJ/mol
calculated total energy: -280.5309 Eh
structure (SMILES): N#[N+]N=C1CC1

---

DFT (ωB97M-V with the def2-TZVPD basis set) results for a structure of composition C3H5O4Rh.

Atoms and positions in Å:
C 5.44 -0.66 -5.71
O 5.60 -0.67 0.57
Rh 5.26 0.39 -2.93
O 4.66 0.57 -1.09
O 5.55 0.18 -4.67
H 4.05 -2.14 -5.01
C 5.45 -0.28 -0.57
H 4.19 -2.02 -6.79
H 3.28 -0.80 -5.85
O 6.30 -0.74 -1.59
C 4.18 -1.45 -5.85
H 5.98 -0.35 -6.62
H 6.77 -1.60 -1.43

molar mass: 207.97 g mol⁻¹
multiplicity: 6
total charge: +1
relative energy (zero: lowest compared OMol25 entry of this formula, charge and spin): 9.21 kJ/mol
<S²>: 8.76
calculated total energy: -528.3069 Eh

---

DFT (ωB97M-V with the def2-TZVPD basis set) results for the ion C4H8NO with charge +1.

Atoms and positions in Å:
H 2.58 0.89 -0.45
C 1.70 0.31 -0.01
H 0.34 0.49 -1.47
N 0.42 0.81 -0.52
H 0.29 1.83 -0.48
C -0.49 0.07 0.51
H 1.79 -0.68 -0.48
H -1.26 -1.89 0.99
H -1.22 -1.84 -0.76
C -1.92 0.00 0.09
H 0.00 0.38 1.49
O -2.81 0.65 -0.26
C -1.19 -1.22 0.24
H 1.77 0.20 1.10

molar mass: 86.11 g mol⁻¹
total charge: +1
relative energy (zero: lowest compared OMol25 entry of this formula, charge and spin): 296.88 kJ/mol
calculated total energy: -286.8294 Eh
structure (SMILES): C[NH2+][C@@H]1CC1=O